Record 1
8
Properties=species:S:1:pos:R:3:mulliken_charge:R:1 method="wB97M-V/def2-TZVPD" energy_ha=-892.63382 homo_lumo_gap_ev="7.8 / 7.8"
C -1.960 1.082 0.496 -0.309
C -2.298 -0.042 0.328 -0.389
O 1.773 1.396 -0.142 -0.423
P 1.498 -1.501 -0.688 0.045
S 2.653 0.230 -0.372 0.305
H -1.686 2.141 0.854 0.312
H -2.717 -0.968 0.103 0.392
H 2.738 -2.338 -0.577 0.066

Record 2
7
Properties=species:S:1:pos:R:3:mulliken_charge:R:1 method="wB97M-V/def2-TZVPD" smiles="CC([O-])=S" energy_ha=-551.44620 charge=-1 homo_lumo_gap_ev=7.0
C 0.591 0.090 -0.347 -0.756
C -0.397 -0.014 0.696 0.285
O -0.193 -0.030 1.911 -0.590
S -2.281 -0.150 -0.070 -0.698
H 0.004 0.330 -1.359 0.244
H 0.770 -0.955 -0.504 0.228
H 1.506 0.728 -0.327 0.287

Record 3
8
Properties=species:S:1:pos:R:3:mulliken_charge:R:1 method="wB97M-V/def2-TZVPD" energy_ha=-949.64931 charge=-1 homo_lumo_gap_ev=5.2
C 4.131 -0.177 -0.092 0.596
C 0.001 -0.228 0.836 -0.401
O 4.593 -1.257 -0.335 -0.376
S 3.552 1.281 0.250 -0.285
S 0.900 -1.753 0.324 -0.752
H -0.497 -0.384 1.747 0.185
H -0.766 0.081 0.086 0.160
H 0.862 0.480 0.853 -0.126

Record 4
7
Properties=species:S:1:pos:R:3:mulliken_charge:R:1 method="wB97M-V/def2-TZVPD" energy_ha=-1096.81620 multiplicity=4 charge=+1 homo_lumo_gap_ev="6.8 / 7.2"
O -0.460 0.215 1.427 -0.506
C 0.051 -0.447 0.334 0.423
V 0.032 -2.418 0.085 1.010
H -0.113 1.108 1.473 0.339
C 0.125 0.303 -0.792 -0.677
H 0.474 -0.136 -1.728 0.189
H -0.110 1.374 -0.799 0.223

Record 5
6
Properties=species:S:1:pos:R:3:mulliken_charge:R:1 method="wB97M-V/def2-TZVPD" smiles="C=C" energy_ha=-78.56640 homo_lumo_gap_ev=11.7
C 0.665 -0.004 -0.006 -0.427
C -0.662 -0.005 -0.001 -0.438
H 1.224 0.923 0.004 0.214
H 1.248 -0.922 0.008 0.218
H -1.225 0.921 0.000 0.212
H -1.251 -0.914 -0.004 0.221

Record 6
62
Properties=species:S:1:pos:R:3:mulliken_charge:R:1 method="wB97M-V/def2-TZVPD" energy_ha=-1489.35800 multiplicity=2 homo_lumo_gap_ev="2.5 / 10.4"
C 0.025 0.396 -0.476 0.118
N -0.925 0.875 0.538 1.621
C -1.799 1.832 0.261 -0.384
N -2.599 2.316 1.220 -0.132
H -0.441 -0.429 -1.049 -0.192
H 0.961 0.043 -0.015 -0.538
H 0.274 1.184 -1.179 -0.338
H -0.658 0.615 1.469 -0.035
H -1.920 2.268 -0.782 0.196
H -2.559 1.967 2.167 0.207
H -3.286 2.973 0.972 0.273
H -4.165 0.045 -0.977 0.256
H -2.754 -0.074 -1.433 0.349
O -3.281 0.094 -0.639 -0.533
H 3.280 1.629 -0.888 0.326
H 2.444 2.337 0.143 0.436
O 2.940 2.478 -0.668 -0.767
H -0.700 -2.466 -2.759 0.232
H 0.565 -3.059 -3.299 0.269
O -0.086 -2.344 -3.513 -0.727
H 0.740 2.639 -2.645 0.244
H 1.783 3.246 -1.705 0.453
O 0.903 3.440 -2.124 -0.775
H 0.587 -0.907 -3.416 0.337
H 1.185 0.356 -4.149 0.209
O 0.832 0.075 -3.273 -0.383
H -2.434 -3.322 -1.505 0.135
H -1.510 -2.725 -0.473 0.008
O -1.778 -2.665 -1.416 -0.385
H -0.058 -2.390 1.498 0.048
H -0.901 -3.700 1.677 -0.012
O -0.812 -2.900 1.096 0.382
H -2.015 -0.680 -3.504 0.289
H -0.911 0.268 -3.102 0.286
O -1.860 0.071 -2.941 -0.734
H -1.928 0.186 4.415 0.245
H -2.208 -0.232 2.901 0.318
O -1.709 0.376 3.505 -0.570
H 3.451 -1.193 0.570 0.335
H 4.266 -1.420 1.909 0.226
O 3.481 -1.018 1.550 -0.618
H 0.663 2.955 0.739 0.301
H 0.185 3.577 -0.568 0.518
O -0.093 3.432 0.366 -0.661
H -3.031 -0.797 0.899 0.299
H -2.190 -1.885 1.486 0.356
O -2.872 -1.223 1.723 -0.840
H 1.065 -3.654 -0.502 0.032
H 2.293 -4.573 -0.828 0.110
O 1.843 -3.764 -1.115 -0.337
H 1.913 -1.344 2.150 0.346
H 0.765 -0.813 3.098 0.174
O 1.008 -1.539 2.502 -0.524
H -0.044 3.645 3.183 0.329
H -0.584 2.239 3.401 0.270
O 0.175 2.789 3.510 -0.749
H 2.562 1.501 1.820 0.277
H 1.277 2.186 2.442 0.299
O 1.670 1.788 1.603 -0.758
H 2.853 -2.316 -1.069 0.324
H 2.858 -0.934 -1.737 0.230
O 3.262 -1.454 -1.066 -0.672

Record 7
66
Properties=species:S:1:pos:R:3:mulliken_charge:R:1 method="wB97M-V/def2-TZVPD" energy_ha=-2625.42374 multiplicity=4 homo_lumo_gap_ev="7.8 / 8.7"
V 5.876 19.494 5.908 0.446
O 6.795 17.975 4.791 -0.729
C 7.878 18.669 4.211 0.540
C 7.354 19.865 3.475 2.544
O 6.713 20.710 4.469 -0.324
H 8.338 17.969 3.502 -0.999
H 8.429 19.031 5.038 0.705
H 6.638 19.651 2.636 -0.414
H 8.150 20.334 2.897 -0.612
O 7.460 20.210 7.141 -0.472
H 8.263 19.692 7.167 0.215
H 7.385 20.910 7.742 0.240
O 6.242 24.022 4.578 -0.671
H 6.188 23.504 3.760 0.383
H 7.203 24.202 4.594 0.318
O 10.872 16.786 2.330 -0.814
H 11.016 17.157 3.173 0.377
H 10.799 17.580 1.740 0.435
O 10.643 19.730 7.152 -0.603
H 10.643 19.060 6.470 0.448
H 11.275 20.311 6.824 0.331
O 10.766 22.006 1.068 -0.654
H 11.655 21.876 0.811 0.312
H 10.252 21.200 1.268 0.346
O 6.909 15.525 4.173 -0.774
H 6.962 16.429 4.523 0.193
H 7.561 15.028 4.644 0.274
O 7.346 21.113 0.536 -0.623
H 7.839 21.178 -0.280 0.271
H 7.133 20.171 0.576 0.262
O 5.453 17.331 2.340 -0.679
H 4.885 18.060 2.181 0.499
H 6.049 17.679 2.985 -0.067
O 8.985 21.915 4.739 -0.849
H 8.069 21.529 4.717 0.192
H 8.909 22.570 4.046 0.332
O 8.340 23.042 2.306 -0.658
H 9.264 22.810 2.202 0.392
H 8.020 22.298 1.801 0.291
O 5.347 22.199 2.764 -0.892
H 4.739 22.534 3.385 0.246
H 5.769 21.586 3.333 0.366
O 8.483 16.034 1.718 -0.778
H 9.389 16.225 2.039 0.532
H 7.928 15.841 2.519 0.311
O 10.094 19.288 1.300 -0.766
H 10.351 18.988 0.403 0.294
H 9.205 19.030 1.272 0.336
O 10.853 17.741 5.284 -0.681
H 11.290 16.996 5.706 0.292
H 9.983 17.418 5.459 0.234
O 8.548 17.513 7.041 -0.613
H 8.073 17.665 6.245 0.525
H 8.236 16.673 7.311 0.264
O 3.951 19.629 2.127 -0.674
H 3.352 19.755 1.373 0.293
H 4.529 20.374 2.083 0.282
O 7.514 18.315 0.307 -0.592
H 8.064 17.952 -0.401 0.267
H 7.706 17.760 1.063 0.299
O 5.271 18.035 7.421 -0.564
H 5.544 17.782 8.292 0.297
H 5.259 17.158 6.934 0.342
O 11.120 20.533 3.618 -0.684
H 10.229 20.821 3.743 0.373
H 11.173 19.632 3.317 0.283

Record 8
9
Properties=species:S:1:pos:R:3:mulliken_charge:R:1 method="wB97M-V/def2-TZVPD" smiles="C=C=O.BF" energy_ha=-278.55008 homo_lumo_gap_ev=10.6
C -0.723 0.536 -0.871 -1.109
C 0.436 1.094 -0.994 0.923
O 1.470 1.607 -1.094 -0.341
H -1.065 -0.266 -1.492 0.287
H -1.422 0.926 -0.154 0.282
B 0.360 -0.915 1.116 0.332
F -0.775 -1.578 1.189 -0.250
H 0.522 -0.037 1.875 -0.064
H 1.196 -1.365 0.426 -0.060